{"formula": "C2H6N3O2", "method": "ωB97M-V/def2-TZVPD", "lumo_ev": 4.2, "homo_energy_ev": -3.08, "e_tot_ha": -394.3834, "spin_multiplicity": 1, "total_charge": -1, "homo_lumo_gap_ev": 7.2, "species": ["C", "N", "C", "N", "N", "O", "O", "H", "H", "H", "H", "H", "H"], "coordinates": [[0.7212, 1.3435, -0.1407], [0.1489, -0.2302, 0.6034], [1.1103, -1.2617, 0.1146], [-1.0442, -0.7171, 0.0661], [-2.0542, 0.0360, 0.0196], [-2.0379, 1.2538, 0.3221], [-3.1174, -0.4570, -0.4044], [-0.3140, 1.7923, 0.1480], [1.5769, 1.5384, 0.4120], [1.1348, 1.0801, -1.1165], [0.6288, -2.2027, 0.3363], [1.2404, -1.1468, -0.9611], [2.0063, -1.0287, 0.6005]], "forces_ev_per_angstrom": [[-3.480, -3.454, 1.263], [1.432, 2.103, -1.469], [-1.915, 1.439, -0.191], [0.788, -1.047, -0.456], [-0.582, 0.560, -0.167], [0.305, 1.102, 0.655], [-0.901, -0.613, -0.260], [2.015, 0.036, -1.291], [1.240, 0.711, 1.703], [-1.076, 0.234, -0.475], [0.487, -0.477, 0.145], [0.060, -0.321, -0.290], [1.629, -0.272, 0.834]]}